1.
This record from the Open Molecules 2025 dataset describes a cluster of 2 separate species, C20H37F2N4O3 in total. The level of theory is ωB97M-V/def2-TZVPD.

Geometry (Å):
1 C 2.42744 0.30188 -1.75985
2 C 2.63985 1.78554 -1.43201
3 C 1.43601 2.72039 -1.64401
4 C 0.56708 2.39714 -2.87218
5 C -0.51546 1.34127 -2.57028
6 C -1.94754 1.88512 -2.43753
7 C -3.03915 0.83439 -2.70804
8 C -3.08081 -0.33547 -1.70602
9 C -2.01891 -1.44114 -1.90848
10 C -2.48201 -2.87308 -1.61223
11 C -1.33400 -3.90689 -1.87193
12 C -0.64454 -4.43705 -0.58935
13 C 0.27024 -3.41423 0.12179
14 C -0.41565 -2.83639 1.36908
15 C 0.39180 -1.69367 2.05527
16 C -0.42851 -0.44411 2.07882
17 N -1.61820 -0.35685 2.68170
18 C -2.03334 0.88759 2.41892
19 N -3.19916 1.37569 2.82746
20 F -3.47929 2.65870 2.52500
21 N -1.14602 1.57723 1.69243
22 N -0.11655 0.70902 1.48575
23 H 2.21730 0.12459 -2.81828
24 H 3.32412 -0.27141 -1.50470
25 H 1.59654 -0.15464 -1.20175
26 H 2.95797 1.84590 -0.38252
27 H 3.48460 2.13717 -2.03200
28 H 1.82401 3.74128 -1.73729
29 H 0.77752 2.74779 -0.75853
30 H 0.11928 3.31254 -3.27094
31 H 1.22654 2.00674 -3.65409
32 H -0.47658 0.53869 -3.31110
33 H -0.24529 0.86063 -1.62013
34 H -2.06076 2.74726 -3.10129
35 H -2.10910 2.26897 -1.41560
36 H -4.01315 1.33680 -2.65426
37 H -2.94459 0.45139 -3.73030
38 H -3.01703 0.06896 -0.68176
39 H -4.07412 -0.79789 -1.77532
40 H -1.62919 -1.38211 -2.92964
41 H -1.16706 -1.22080 -1.25291
42 H -3.36365 -3.11558 -2.21011
43 H -2.75972 -2.94482 -0.55376
44 H -0.56335 -3.41044 -2.47640
45 H -1.69182 -4.76347 -2.44666
46 H -0.05841 -5.31596 -0.87546
47 H -1.42522 -4.78258 0.09772
48 H 0.53908 -2.60968 -0.57187
49 H 1.21988 -3.87039 0.42593
50 H -0.57367 -3.64973 2.08130
51 H -1.40320 -2.46075 1.09589
52 H 0.65974 -1.94879 3.08569
53 H 1.33215 -1.52772 1.51446
54 H -3.85690 0.85848 3.38871
55 H -1.18385 2.51851 1.33549
56 H 0.71958 0.89604 0.94522
57 C 3.97538 1.75681 4.80657
58 C 2.88056 2.47069 4.04512
59 O 3.32894 2.38857 2.70295
60 C 4.15600 1.30380 2.60069
61 O 4.54154 0.84571 1.58259
62 O 4.45088 0.82671 3.82813
63 F 2.75138 3.76872 4.39351
64 H 4.77573 2.44596 5.07859
65 H 3.62447 1.23097 5.68950
66 H 1.90020 1.99200 4.12433

Calculated values
* highest occupied orbital energy: -13.074 eV
* charge: +1
* frontier orbital gap: 10.33 eV
* F_max: 0.0193 hartree/bohr

Mulliken charges in e:
1 C -0.756
2 C -0.194
3 C -0.270
4 C -1.384
5 C 0.745
6 C -0.498
7 C -1.064
8 C -0.322
9 C 0.309
10 C -0.780
11 C -0.879
12 C -1.116
13 C -0.075
14 C -0.553
15 C -0.547
16 C 0.256
17 N -0.705
18 C 0.596
19 N -0.102
20 F -0.161
21 N -0.208
22 N 0.486
23 H 0.344
24 H 0.438
25 H -0.136
26 H -0.108
27 H 0.379
28 H 0.484
29 H -0.067
30 H 0.442
31 H 0.436
32 H 0.399
33 H -0.577
34 H 0.436
35 H 0.090
36 H 0.381
37 H 0.401
38 H -0.117
39 H 0.463
40 H 0.442
41 H -0.555
42 H 0.485
43 H 0.352
44 H 0.374
45 H 0.412
46 H 0.390
47 H 0.423
48 H -0.174
49 H 0.567
50 H 0.447
51 H 0.164
52 H 0.346
53 H 0.374
54 H 0.283
55 H 0.255
56 H -0.058
57 C -0.474
58 C 0.441
59 O -0.289
60 C 0.694
61 O -0.462
62 O -0.343
63 F -0.293
64 H 0.291
65 H 0.289
66 H 0.152

2.
This record from the Open Molecules 2025 dataset describes a cluster of 3 separate species, C20H37F4N2O5 in total. The level of theory is ωB97M-V/def2-TZVPD.

Geometry (Å):
1 C 0.46051 -3.52757 -0.47494
2 C 1.19898 -2.25662 0.23969
3 C 2.09565 -2.93054 1.42933
4 C 0.15103 -1.29032 0.96825
5 C -0.37113 -0.04365 0.10313
6 C -1.55500 -0.37507 -0.93126
7 C -2.60250 -1.47972 -0.44454
8 C -3.86461 -1.58197 -1.45607
9 F -5.05034 -1.70953 -0.65662
10 F -3.72399 -2.69676 -2.31372
11 F -4.05648 -0.42268 -2.23766
12 C -0.98013 1.00655 1.17865
13 O -0.48725 2.13065 1.41351
14 N -2.18700 0.63049 2.01484
15 C -3.22903 1.58046 1.60011
16 O -3.32355 2.68484 2.14569
17 F -4.07308 1.16555 0.54834
18 C 0.83054 0.60189 -0.77047
19 C 2.23953 -0.15714 -0.62298
20 C 3.12721 0.33587 -1.90470
21 C 3.09397 0.25330 0.67024
22 N 2.03702 -1.62251 -0.81833
23 O 3.20016 -2.25650 -0.89384
24 H 1.15581 -4.44832 -0.50201
25 H -0.49800 -3.79966 0.07660
26 H 0.30858 -3.22865 -1.56801
27 H 3.03657 -2.33761 1.66594
28 H 1.43031 -2.87638 2.37209
29 H 2.30293 -4.03408 1.24803
30 H -0.67047 -1.95082 1.40936
31 H 0.70135 -0.83950 1.88043
32 H -2.06937 0.63316 -1.16696
33 H -1.15382 -0.73503 -1.95301
34 H -3.05162 -1.30837 0.58549
35 H -2.10200 -2.50235 -0.48289
36 H -1.94999 0.75038 3.01666
37 H 0.56215 0.54489 -1.89278
38 H 1.02465 1.70201 -0.55339
39 H 2.57477 1.22327 -2.39553
40 H 3.15826 -0.47307 -2.72608
41 H 4.16723 0.69128 -1.61150
42 H 4.20611 0.08451 0.46952
43 H 2.74073 -0.19922 1.65182
44 H 2.97023 1.39754 0.78616
45 C -4.38179 2.38454 4.99857
46 C -4.24827 1.24764 5.99805
47 C -4.31572 1.75596 7.42959
48 O -3.00340 0.57813 5.79014
49 H -3.56788 3.10700 5.11756
50 H -4.32002 2.00548 3.97885
51 H -5.33340 2.90840 5.11979
52 H -5.04334 0.51594 5.83061
53 H -3.49988 2.45700 7.63368
54 H -4.20646 0.92899 8.13643
55 H -5.26559 2.25981 7.62508
56 H -2.29416 1.21840 5.93662
57 C 3.66697 0.81798 -7.31482
58 C 3.62482 1.44889 -5.93196
59 C 4.93092 1.23086 -5.18403
60 O 2.55014 0.88259 -5.18452
61 H 3.81790 -0.26417 -7.24569
62 H 2.71858 0.97240 -7.83623
63 H 4.47171 1.24445 -7.91918
64 H 3.42795 2.52059 -6.02291
65 H 5.12550 0.16289 -5.04130
66 H 4.88250 1.67941 -4.18810
67 H 5.77351 1.66968 -5.72460
68 H 2.71446 -0.06580 -5.09827

Calculated values
* ⟨S²⟩: 0.754
* highest occupied orbital energy (alpha / beta): -9.276 / -9.975 eV
* charge: 0
* frontier orbital gap (alpha / beta): 9.23 / 9.48 eV
* F_max: 0.0946 hartree/bohr
* ΔE to the lowest compared entry with this formula, charge and spin: 3.6692 eV
* multiplicity: 2

Mulliken charges in e:
1 C -1.428
2 C 1.168
3 C -1.151
4 C -2.298
5 C 2.869
6 C -1.430
7 C -0.550
8 C 0.808
9 F -0.288
10 F -0.267
11 F -0.271
12 C -0.491
13 O -0.569
14 N 0.005
15 C 0.595
16 O -0.485
17 F -0.213
18 C -2.210
19 C 1.716
20 C -1.251
21 C -1.507
22 N 0.498
23 O -0.592
24 H 0.435
25 H 0.251
26 H 0.295
27 H 0.288
28 H 0.297
29 H 0.300
30 H 0.540
31 H 0.512
32 H 0.445
33 H 0.572
34 H 0.264
35 H 0.094
36 H 0.377
37 H 0.503
38 H 0.387
39 H 0.332
40 H 0.175
41 H 0.236
42 H 0.404
43 H 0.286
44 H 0.338
45 C -0.907
46 C 0.366
47 C -1.291
48 O -0.557
49 H 0.302
50 H 0.011
51 H 0.419
52 H 0.275
53 H 0.332
54 H 0.331
55 H 0.358
56 H 0.357
57 C -1.290
58 C 0.331
59 C -1.149
60 O -0.501
61 H 0.337
62 H 0.316
63 H 0.382
64 H 0.273
65 H 0.307
66 H 0.225
67 H 0.430
68 H 0.352

3.
This record from the Open Molecules 2025 dataset describes a structure of composition C20H37N5NiO22S5. The level of theory is ωB97M-V/def2-TZVPD.

Geometry (Å):
1 Ni -3.38315 -9.71301 18.95093
2 O -2.29149 -8.42323 19.96253
3 H -2.82015 -7.62492 19.97414
4 O -4.44051 -10.89741 17.77660
5 H -3.71625 -11.17642 17.20021
6 C 0.93556 -11.87798 18.76930
7 C -0.45473 -11.44027 18.99783
8 N -1.48947 -11.00892 19.25239
9 H 1.59238 -11.50640 19.48188
10 H 1.25212 -11.50069 17.82865
11 H 1.00647 -12.93640 18.82567
12 C -5.50238 -11.88378 22.67361
13 C -4.90226 -11.09457 21.59169
14 N -4.45900 -10.55161 20.67819
15 H -5.52469 -12.96544 22.44772
16 H -6.48811 -11.52726 22.73050
17 H -5.10784 -11.72074 23.70669
18 C -6.24665 -7.52691 21.47233
19 C -5.63730 -7.78524 20.12685
20 N -5.04262 -7.97569 19.16259
21 H -5.52233 -7.83290 22.23115
22 H -7.18046 -8.07649 21.50516
23 H -6.44726 -6.47560 21.62729
24 C -6.99127 -5.74934 17.48155
25 C -6.63114 -4.96445 16.33518
26 N -6.35008 -4.27745 15.48770
27 H -7.60504 -6.58930 17.23773
28 H -7.34902 -5.14770 18.35687
29 H -6.09118 -6.21206 17.88062
30 C -3.01270 -7.57788 14.72057
31 C -2.65728 -8.50381 15.81904
32 N -2.54680 -9.15403 16.76177
33 H -2.72334 -8.01013 13.78117
34 H -2.46348 -6.61924 14.77904
35 H -4.10365 -7.51814 14.76742
36 C -3.44505 -3.43076 16.98372
37 C -3.26662 -3.77778 15.48494
38 O -1.87382 -4.29060 15.40542
39 S -1.33912 -4.59191 16.80768
40 O -0.52746 -3.52782 17.20390
41 O -0.98023 -5.97601 16.88031
42 O -2.71333 -4.48537 17.57167
43 H -4.43887 -3.66411 17.26400
44 H -3.07135 -2.48901 17.27775
45 H -3.43133 -3.03330 14.78810
46 H -3.94321 -4.64121 15.21106
47 C -7.11269 -11.88767 18.85990
48 C -7.42737 -10.72668 18.00252
49 O -8.70527 -10.31081 18.45474
50 S -8.91563 -10.62255 19.99848
51 O -10.10793 -11.40855 20.14362
52 O -8.79356 -9.42151 20.72682
53 O -7.59382 -11.49042 20.20853
54 H -6.07734 -12.07986 18.85797
55 H -7.67996 -12.77482 18.47995
56 H -7.51570 -11.01804 16.95383
57 H -6.69895 -9.93765 18.06671
58 C -2.80012 -5.27177 23.18863
59 C -1.95651 -5.71369 22.05385
60 O -2.77071 -5.34591 20.82860
61 S -3.79889 -4.25575 21.09433
62 O -5.12107 -4.70408 20.81919
63 O -3.34699 -3.10768 20.36527
64 O -3.39924 -4.02593 22.62667
65 H -2.26358 -4.87153 24.01078
66 H -3.63657 -5.92494 23.50583
67 H -1.71451 -6.80316 21.88004
68 H -1.02006 -5.12483 22.03223
69 C 1.04550 -6.81996 19.48645
70 C 0.57846 -8.04061 18.76756
71 O 1.67429 -9.00902 19.03045
72 S 2.02704 -8.91441 20.52863
73 O 3.43925 -9.05579 20.65911
74 O 1.17493 -9.86546 21.21176
75 O 1.53825 -7.40801 20.80146
76 H 0.21789 -6.18680 19.71251
77 H 1.82660 -6.22122 19.00420
78 H 0.60427 -8.03764 17.64340
79 H -0.31986 -8.39629 19.21275
80 C -1.51751 -10.09580 23.06536
81 C -0.72686 -9.31723 24.10450
82 O -1.52472 -8.20359 24.38526
83 S -2.95229 -8.81355 24.68494
84 O -3.95115 -7.85785 24.39809
85 O -2.92789 -9.43866 25.97931
86 O -2.86014 -10.01614 23.62076
87 H -1.40004 -11.15012 23.00451
88 H -1.47895 -9.65259 22.05241
89 H 0.24585 -8.95475 23.74221
90 H -0.57771 -9.94981 25.00419

Calculated values
* ⟨S²⟩: 2.004
* highest occupied orbital energy (alpha / beta): -8.638 / -8.459 eV
* charge: 0
* frontier orbital gap (alpha / beta): 8.96 / 8.78 eV
* F_max: 0.0633 hartree/bohr
* multiplicity: 3

Mulliken charges in e:
1 Ni 1.054
2 O 0.764
3 H -0.544
4 O -0.862
5 H 0.155
6 C -1.198
7 C 0.472
8 N -0.432
9 H 0.248
10 H 0.332
11 H 0.416
12 C -1.240
13 C 0.543
14 N -0.065
15 H 0.340
16 H 0.339
17 H 0.270
18 C -0.693
19 C 0.804
20 N -0.492
21 H 0.017
22 H 0.236
23 H 0.350
24 C -0.260
25 C 0.310
26 N -0.445
27 H 0.375
28 H 0.305
29 H -0.306
30 C -0.836
31 C 0.397
32 N -0.412
33 H 0.403
34 H 0.057
35 H 0.263
36 C -0.487
37 C -0.199
38 O -0.380
39 S 1.054
40 O -0.639
41 O -0.444
42 O -0.075
43 H 0.206
44 H 0.314
45 H 0.451
46 H 0.050
47 C -0.495
48 C 0.176
49 O -0.348
50 S 1.073
51 O -0.589
52 O -0.574
53 O -0.203
54 H 0.421
55 H 0.225
56 H 0.342
57 H -0.146
58 C -0.390
59 C 0.170
60 O -0.217
61 S 1.245
62 O -0.573
63 O -0.643
64 O -0.444
65 H 0.345
66 H 0.317
67 H -0.160
68 H 0.239
69 C 0.123
70 C 0.710
71 O -0.410
72 S 1.151
73 O -0.669
74 O -0.493
75 O -0.370
76 H -0.111
77 H 0.330
78 H 0.164
79 H -0.559
80 C 0.316
81 C -0.530
82 O -0.284
83 S 1.125
84 O -0.615
85 O -0.631
86 O -0.189
87 H 0.422
88 H -0.428
89 H 0.305
90 H 0.354